1.
Molecular formula: C15H13NO6S3
Method: DFT, ωB97M-V with the def2-TZVPD basis set

Geometry (Å):
O: -3.30 -1.69 -4.43
O: -2.30 1.77 -1.13
O: -2.63 1.04 1.19
O: 5.23 1.73 2.41
O: 4.05 3.04 3.84
O: -3.72 -3.97 -4.75
S: -1.81 -4.21 0.61
C: -3.14 -2.90 -4.12
C: -1.39 -3.15 1.98
C: -1.18 -1.88 1.62
C: -1.52 -2.93 -0.46
C: -2.09 -1.07 -1.86
C: -1.18 -1.81 0.18
C: -2.09 -2.46 -1.82
C: 1.17 0.79 0.13
C: 0.12 2.43 1.70
C: 2.48 1.18 0.69
C: 1.42 2.82 2.16
C: -0.03 1.46 0.60
C: 2.57 2.21 1.69
N: -1.65 -0.65 -0.53
C: -2.18 -3.33 -3.02
C: 4.49 4.15 1.37
S: -1.76 0.93 0.03
S: 4.16 2.74 2.42
H: -4.29 -3.71 -5.48
H: -1.27 -3.47 3.04
H: -0.90 -1.16 2.35
H: -2.56 -0.45 -2.60
H: 1.21 -0.06 -0.53
H: -0.69 2.84 2.31
H: 3.38 0.67 0.39
H: 1.44 3.59 2.91
H: -2.25 -4.36 -2.66
H: -1.32 -3.41 -3.63
H: 4.49 3.83 0.36
H: 3.66 4.81 1.38
H: 5.37 4.66 1.65

Calculated values
HOMO-LUMO gap: 8.313 eV
SMILES: CS(=O)(=O)c1ccc(S(=O)(=O)n2cc(CC(=O)O)c3sccc32)cc1
2S+1: 1

=====

2.
Molecular formula: C20H19AuF6N7O2PSb
Method: DFT, ωB97M-V with the def2-TZVPD basis set

Geometry (Å):
Au: -0.76 -0.54 -1.15
C: -0.23 2.62 4.10
N: 0.35 2.11 2.85
C: 1.57 2.33 2.40
C: 1.67 1.62 1.14
N: 0.53 1.02 0.89
C: -0.29 1.30 1.89
P: -2.08 0.82 2.01
C: -2.58 1.41 0.38
N: -2.17 0.98 -0.82
C: -2.77 1.75 -1.77
C: -3.56 2.67 -1.14
N: -3.43 2.45 0.20
C: -4.11 3.22 1.24
C: -1.93 -0.96 1.71
N: -1.51 -1.59 0.61
C: -1.66 -2.93 0.82
C: -2.17 -3.12 2.07
N: -2.34 -1.88 2.62
C: -2.88 -1.63 3.96
H: 0.56 3.10 4.67
H: -1.01 3.34 3.88
H: -0.64 1.78 4.67
H: 2.30 2.93 2.93
H: 2.52 1.58 0.46
H: -2.58 1.62 -2.82
H: -4.18 3.45 -1.53
H: -4.78 3.93 0.76
H: -4.70 2.56 1.88
H: -3.39 3.77 1.84
H: -1.39 -3.65 0.07
H: -2.43 -4.02 2.60
H: -3.09 -2.59 4.42
H: -2.14 -1.11 4.56
H: -3.79 -1.05 3.89
O: 1.97 -1.70 0.37
C: 2.00 -1.98 -0.79
N: 0.87 -1.76 -1.67
C: 1.24 -2.11 -2.88
O: 0.52 -1.98 -3.91
C: 2.63 -2.64 -2.93
C: 3.40 -3.11 -3.97
C: 4.69 -3.52 -3.64
C: 5.16 -3.45 -2.33
C: 4.36 -2.97 -1.30
C: 3.08 -2.56 -1.62
H: 3.04 -3.15 -4.99
H: 5.34 -3.89 -4.42
H: 6.17 -3.78 -2.12
H: 4.72 -2.90 -0.28
F: 0.10 0.70 -2.76
Sb: 1.48 2.12 -2.88
F: 2.44 1.01 -1.66
F: 2.19 1.10 -4.27
F: 2.80 3.43 -2.88
F: 0.29 3.03 -3.99
F: 0.60 2.82 -1.34

Calculated values
HOMO-LUMO gap (alpha / beta): 8.388 / 5.245 eV
⟨S²⟩: 3.7731
Total charge: +2
2S+1: 4

=====

3.
Molecular formula: C3H9NO
Method: DFT, ωB97M-V with the def2-TZVPD basis set

Geometry (Å):
N: -0.89 0.01 0.23
C: 0.24 0.22 -0.76
C: 1.22 -2.05 -0.99
C: 0.53 -1.05 -1.53
H: -1.74 0.23 -0.28
H: -0.92 -0.98 0.43
H: 1.13 0.38 -0.15
H: -0.06 1.04 -1.40
H: 1.26 -3.01 -1.49
H: 1.72 -1.96 -0.03
H: -0.01 -1.20 -2.46
H: -0.35 3.02 2.17
H: -0.84 1.63 1.74
O: -0.80 2.24 2.49

Calculated values
HOMO-LUMO gap: 10.755 eV
SMILES: C=CCN.O
2S+1: 1

=====

4.
Molecular formula: C17H17ClN4O2S
Method: DFT, ωB97M-V with the def2-TZVPD basis set

Geometry (Å):
C: 0.21 3.72 1.86
H: 0.58 4.14 0.92
O: 1.00 2.63 2.28
C: 0.99 1.57 1.36
C: 1.75 0.39 1.98
N: 1.73 -0.75 1.11
C: 0.84 -1.79 1.13
N: 0.96 -2.62 0.14
C: 1.99 -2.13 -0.62
C: 2.55 -2.61 -1.79
C: 3.60 -1.90 -2.34
C: 4.08 -0.73 -1.74
C: 3.54 -0.23 -0.58
C: 2.48 -0.94 -0.02
H: 3.92 0.67 -0.12
H: 4.91 -0.21 -2.20
H: 4.06 -2.25 -3.25
H: 2.18 -3.51 -2.25
S: -0.34 -1.98 2.41
C: -1.54 -2.97 1.48
H: -2.28 -3.31 2.21
C: -2.25 -2.22 0.36
O: -2.81 -2.82 -0.52
N: -2.19 -0.86 0.47
C: -2.63 0.11 -0.41
N: -2.29 1.34 -0.04
C: -2.66 2.36 -0.80
C: -3.39 2.19 -1.97
C: -3.74 0.90 -2.36
C: -3.36 -0.16 -1.57
H: -3.60 -1.18 -1.83
H: -4.30 0.74 -3.26
Cl: -3.85 3.56 -2.91
H: -2.36 3.34 -0.46
H: -1.70 -0.49 1.28
H: -1.02 -3.83 1.06
H: 1.28 0.12 2.93
H: 2.78 0.68 2.17
H: 1.47 1.87 0.41
H: -0.05 1.28 1.12
H: -0.83 3.42 1.73
H: 0.28 4.47 2.65

Calculated values
HOMO-LUMO gap: 8.914 eV
SMILES: COCCn1c(SCC(=O)Nc2ccc(Cl)cn2)nc2ccccc21
2S+1: 1

=====

5.
Molecular formula: C19H29N4O2RuSe
Method: DFT, ωB97M-V with the def2-TZVPD basis set

Geometry (Å):
Ru: 0.01 0.58 0.47
C: 2.32 2.71 2.52
C: 1.68 1.65 3.42
C: 2.74 0.70 3.97
C: 0.54 0.94 2.73
C: -0.65 1.62 2.39
C: -1.78 0.98 1.83
C: -1.75 -0.40 1.59
C: -2.95 -1.11 1.04
C: -0.55 -1.10 1.86
C: 0.57 -0.44 2.41
H: 3.06 3.28 3.08
H: 1.59 3.42 2.13
H: 2.81 2.24 1.67
H: 1.22 2.17 4.27
H: 3.29 0.21 3.17
H: 2.31 -0.06 4.63
H: 3.47 1.26 4.55
H: -0.70 2.69 2.59
H: -2.67 1.56 1.61
H: -3.72 -1.15 1.82
H: -2.72 -2.13 0.74
H: -3.37 -0.57 0.19
H: -0.49 -2.16 1.64
H: 1.48 -1.00 2.58
C: 2.71 -1.56 -2.14
C: 1.53 -0.91 -1.50
N: 1.64 -0.17 -0.41
O: 2.85 0.03 0.14
C: 0.21 -0.97 -1.99
C: -0.23 -1.69 -3.20
N: -0.67 -0.19 -1.26
O: -1.82 -0.11 -1.68
H: 3.25 -2.20 -1.43
H: 3.40 -0.81 -2.53
H: 2.41 -2.19 -2.97
H: 3.53 -0.45 -0.38
H: -0.04 -1.09 -4.09
H: -1.30 -1.88 -3.16
H: 0.30 -2.63 -3.31
C: -0.76 5.34 0.85
N: -1.46 4.74 -0.28
C: -2.61 5.26 -0.84
C: -2.87 4.53 -1.95
N: -1.89 3.57 -2.05
C: -1.80 2.63 -3.16
C: -1.03 3.69 -1.01
Se: 0.58 2.75 -0.71
H: -1.32 6.21 1.17
H: 0.24 5.64 0.55
H: -0.69 4.63 1.68
H: -3.11 6.11 -0.42
H: -3.66 4.61 -2.67
H: -1.91 3.18 -4.09
H: -2.59 1.89 -3.07
H: -0.83 2.15 -3.13

Calculated values
HOMO-LUMO gap (alpha / beta): 7.282 / 5.578 eV
⟨S²⟩: 0.8027
Total charge: +2
2S+1: 2

=====

6.
Molecular formula: C3H39NO17
Method: DFT, ωB97M-V with the def2-TZVPD basis set

Geometry (Å):
C: 2.28 2.45 -1.10
C: 1.23 2.43 -1.94
C: 1.33 0.93 0.46
N: 2.33 1.40 -0.15
H: 3.07 3.15 -1.06
H: 0.50 1.72 -2.14
H: 1.40 3.44 -2.46
H: 1.49 0.06 1.12
H: 0.29 1.18 0.36
H: -2.50 -0.99 2.14
H: -2.70 -1.95 3.30
O: -2.07 -1.70 2.64
H: 3.64 0.86 2.81
H: 2.36 1.55 3.38
O: 2.62 0.77 2.82
H: 3.85 -2.41 -0.62
H: 3.38 -3.71 0.18
O: 3.06 -3.00 -0.34
H: -2.35 -0.77 -0.91
H: -1.28 -1.49 -1.84
O: -2.24 -1.27 -1.74
H: 0.77 4.04 2.02
H: 0.03 4.30 0.73
O: 0.15 3.59 1.44
H: -2.95 0.78 3.79
H: -1.93 1.51 2.86
O: -2.74 0.94 2.88
H: -3.21 -3.62 -0.22
H: -3.62 -2.74 -1.48
O: -3.90 -3.06 -0.60
H: -2.20 3.32 -1.48
H: -1.25 3.94 -2.42
O: -2.18 3.99 -2.15
H: 0.48 0.77 -4.29
H: 2.10 0.52 -4.00
O: 1.38 0.68 -4.63
H: 1.66 -2.38 3.31
H: 1.61 -1.77 1.95
O: 1.05 -1.91 2.75
H: -1.37 1.62 -0.01
H: -1.68 3.03 0.63
O: -1.97 2.32 0.04
H: -1.94 0.51 -3.23
H: -1.32 0.72 -4.60
O: -1.33 1.09 -3.71
H: 2.74 -0.16 -2.04
H: 2.50 -1.50 -2.84
O: 3.02 -0.64 -2.81
H: -0.50 -2.20 0.55
H: -0.91 -0.80 1.03
O: -0.54 -1.28 0.32
H: 0.99 -1.89 -0.87
H: 1.85 -2.92 -1.55
O: 1.24 -2.19 -1.73
H: -2.14 -3.17 1.81
H: -0.87 -4.14 2.09
O: -1.38 -3.71 1.39
H: -1.19 -0.31 3.48
H: 0.31 -0.22 3.12
O: -0.42 0.27 3.53

Calculated values
HOMO-LUMO gap: 8.483 eV
2S+1: 1

=====

7.
Molecular formula: C4H11N2
Method: DFT, ωB97M-V with the def2-TZVPD basis set

Geometry (Å):
C: 0.38 -2.61 -1.02
C: 0.77 -1.20 -0.56
C: 0.15 -0.11 -1.16
C: 0.68 1.06 -1.68
N: -0.29 2.03 -2.12
N: -1.22 1.25 4.38
H: 1.18 -3.37 -0.91
H: -0.58 -2.95 -0.58
H: 1.73 -1.10 -0.07
H: -1.51 2.17 4.52
H: -0.99 -0.29 -1.54
H: 1.88 0.92 -1.63
H: -0.03 2.96 -1.76
H: -0.21 2.06 -3.15
H: -0.27 1.05 4.55
H: 0.22 -2.47 -2.14
H: -1.89 0.60 4.87

Calculated values
HOMO-LUMO gap: 5.032 eV
Total charge: +1
2S+1: 1

=====

8.
Molecular formula: C4H15NO3
Method: DFT, ωB97M-V with the def2-TZVPD basis set

Geometry (Å):
C: 0.58 0.06 -0.68
C: -0.23 -0.83 0.24
C: -0.27 -2.30 -0.15
O: -1.54 -0.29 0.38
C: 0.62 1.59 -0.36
N: 1.21 1.72 1.02
H: 1.66 -0.10 -0.68
H: 0.29 -0.19 -1.70
H: 0.21 -0.76 1.26
H: -0.16 -2.56 -1.21
H: -1.21 -2.71 0.22
H: 0.52 -2.85 0.37
H: -2.00 -0.66 1.13
H: 1.40 2.05 -0.94
H: -0.41 1.94 -0.37
H: 1.23 0.82 1.47
H: 0.68 2.32 1.63
H: -4.03 -1.28 -0.74
H: -3.69 0.22 -1.05
O: -4.32 -0.50 -1.21
H: 3.27 1.22 0.94
H: 4.36 0.87 -0.19
O: 4.04 0.68 0.70

Calculated values
HOMO-LUMO gap: 10.356 eV
SMILES: C[C@H](O)CCN.O.O
2S+1: 1

=====

9.
Molecular formula: C3H8NO3P
Method: DFT, ωB97M-V with the def2-TZVPD basis set

Geometry (Å):
C: 4.56 -0.16 -0.03
C: -0.84 -0.84 -0.97
C: 0.29 0.00 -0.42
N: 0.32 -0.35 1.08
O: 3.64 -0.38 0.62
O: 5.48 0.07 -0.66
O: -0.55 -2.22 -0.67
P: 0.12 1.76 -0.69
H: -1.82 -0.68 -0.51
H: -0.93 -0.68 -2.04
H: 0.12 -1.36 1.07
H: 1.26 -0.16 1.44
H: -0.38 0.15 1.64
H: 0.22 -2.46 -1.19
H: 1.24 2.10 0.09
H: -0.74 2.18 0.36

Calculated values
HOMO-LUMO gap (alpha / beta): 3.691 / 7.982 eV
⟨S²⟩: 2.0044
2S+1: 3

=====

10.
Molecular formula: C4H9N3S
Method: DFT, ωB97M-V with the def2-TZVPD basis set

Geometry (Å):
C: -1.28 1.79 -0.21
C: -0.16 -0.40 -0.16
C: -0.23 -1.89 -0.23
C: 3.11 0.27 0.19
H: -2.24 2.16 -0.52
H: -0.49 2.12 -0.89
H: -1.07 2.15 0.79
H: -2.85 -0.30 1.45
H: -0.63 -2.31 0.69
H: 0.76 -2.30 -0.39
H: -0.88 -2.18 -1.05
H: 4.09 -0.24 0.20
H: 3.07 1.35 0.35
N: -1.35 0.32 -0.25
N: 0.91 0.31 -0.05
N: 2.09 -0.45 -0.05
S: -2.84 -0.40 0.10

Calculated values
HOMO-LUMO gap: 9.386 eV
SMILES: C=N/N=C(\C)N(C)S
2S+1: 1

=====

11.
Molecular formula: C28H25F2N6O7Zr
Method: DFT, ωB97M-V with the def2-TZVPD basis set

Geometry (Å):
Zr: 0.32 -0.28 -0.71
O: 2.03 0.13 0.24
C: 3.04 -0.34 0.89
C: 4.13 0.49 1.22
C: 5.21 0.02 1.93
C: 5.26 -1.31 2.36
C: 4.20 -2.13 2.08
C: 3.08 -1.68 1.36
C: 1.91 -2.51 1.29
N: 0.83 -2.23 0.66
C: -0.33 -3.06 0.96
C: -1.56 -2.16 0.89
N: -1.50 -1.59 -0.43
C: -2.30 -1.96 -1.36
C: -1.96 -1.75 -2.75
C: -2.95 -1.75 -3.73
C: -2.64 -1.61 -5.06
C: -1.29 -1.49 -5.43
C: -0.30 -1.52 -4.48
C: -0.58 -1.63 -3.10
O: 0.38 -1.65 -2.21
H: 4.08 1.52 0.89
H: 6.02 0.69 2.18
H: 6.11 -1.67 2.92
H: 4.20 -3.16 2.43
H: 1.94 -3.40 1.92
H: -0.25 -3.51 1.95
H: -0.42 -3.86 0.21
H: -1.45 -1.37 1.64
H: -2.48 -2.73 1.08
H: -3.21 -2.52 -1.13
H: -3.99 -1.83 -3.43
H: -3.41 -1.59 -5.82
H: -1.03 -1.36 -6.47
H: 0.75 -1.43 -4.76
O: -4.13 4.56 -4.09
C: -4.45 3.95 -3.06
O: -5.42 4.09 -2.29
C: -3.44 2.83 -2.66
C: -2.56 2.32 -3.61
C: -1.60 1.40 -3.24
N: -1.45 0.97 -1.99
C: -2.31 1.45 -1.07
C: -3.32 2.35 -1.36
C: -1.98 1.00 0.33
O: -2.82 0.77 1.17
O: -0.69 0.93 0.51
H: -2.64 2.67 -4.63
H: -0.92 0.99 -3.97
H: -3.99 2.70 -0.59
F: 2.61 0.42 -2.17
C: 1.32 1.01 -2.33
F: 1.29 2.04 -1.30
H: 1.43 1.59 -3.25
C: 1.11 2.66 5.05
N: 0.82 1.39 4.42
C: 0.58 0.15 5.11
C: 0.49 -0.83 3.91
O: 0.25 -2.02 4.02
N: 0.73 -0.14 2.77
C: 0.93 1.13 3.10
N: 1.31 2.07 2.22
H: 0.88 2.59 6.11
H: 0.50 3.46 4.62
H: 2.16 2.93 4.93
H: -0.35 0.15 5.68
H: 1.42 -0.13 5.76
H: 1.25 1.79 1.24
H: 1.12 3.03 2.44

Calculated values
HOMO-LUMO gap: 7.393 eV
Total charge: -1
2S+1: 1

=====

12.
Molecular formula: C13H8N5O8
Method: DFT, ωB97M-V with the def2-TZVPD basis set

Geometry (Å):
C: 1.98 1.93 -3.81
O: 3.20 1.34 -3.31
C: 3.11 0.36 -2.37
C: 4.34 -0.22 -1.96
C: 4.40 -1.01 -0.86
C: 3.22 -1.05 0.04
O: 3.20 -1.06 1.30
C: 1.97 -0.97 -0.72
C: 1.89 -0.11 -1.78
H: 2.29 2.62 -4.59
H: 1.32 1.14 -4.22
H: 1.44 2.45 -3.00
H: 5.22 0.08 -2.55
H: 5.34 -1.50 -0.59
H: 1.08 -1.44 -0.29
H: 0.92 0.21 -2.18
O: -5.87 1.20 0.64
N: -4.94 0.41 0.61
C: -3.67 0.33 1.17
C: -3.13 -0.92 0.79
N: -4.00 -1.63 0.01
O: -5.10 -0.83 -0.08
C: -1.81 -1.31 1.28
N: -1.22 -2.63 1.13
O: -1.85 -3.57 0.60
O: -0.05 -2.77 1.60
C: -1.03 -0.40 2.02
C: -1.66 0.79 2.43
N: -1.38 1.56 3.56
O: -0.43 1.55 4.32
O: -2.44 2.47 3.74
N: -3.43 2.27 2.79
C: -2.95 1.23 2.02
H: 0.03 -0.53 2.25

Calculated values
HOMO-LUMO gap: 2.580 eV
Total charge: -1
2S+1: 1

=====

Electronic energy, respectively: -2280.002329 -2623.286201 -249.662327 -1885.937513 -3606.626218 -1471.386952 -268.132085 -441.846784 -740.731912 -720.201324 -2184.297452 -1375.452623 Eh.
Maximum force, respectively: 4.9 0.5 1.7 0.8 0.7 6.4 3.5 2.3 4.2 0.7 1.7 3.1 eV/Å.